# 1
ORCA calculation (ωB97M-V/def2-TZVPD) on a molecular structure, C20H21BF4IrN3O3Se2Si.

Calculated values
Total charge: -1
Spin multiplicity: 2
ΔE to the lowest compared entry with this formula, charge and spin: 7.6 kcal/mol
<S²>: 0.759
Maximum force: 0.7 eV/A
LUMO level (alpha / beta): 1.942 / 0.648 eV
E_tot: -6785.96043 hartree

Each line ends with the Mulliken spin population.
Element x y z (Å)
Ir1 -0.790 -0.523 -0.567  0.29
O1 1.487 -1.713 1.971  0.00
C1 1.254 -3.046 2.372  -0.03
C2 -0.031 -3.599 1.776  0.04
C3 -0.212 -5.003 2.409  0.00
O2 0.898 -5.874 2.273  0.00
C4 -0.017 -3.783 0.253  -0.01
Se1 0.689 -2.282 -0.783  0.65
C5 -1.285 -2.822 2.180  0.01
Se2 -1.588 -0.945 1.634  -0.01
H1 2.277 -1.394 2.416  0.00
H2 1.153 -3.108 3.465  0.00
H3 2.087 -3.699 2.087  0.00
H4 -1.116 -5.462 1.992  0.00
H5 -0.364 -4.887 3.484  0.00
H6 0.992 -6.111 1.345  0.00
H7 -1.035 -3.928 -0.110  0.00
H8 0.569 -4.656 -0.043  0.00
H9 -1.389 -2.823 3.267  0.00
H10 -2.142 -3.355 1.766  0.00
C6 1.648 4.102 -3.576  0.00
C7 0.607 3.199 -3.725  0.00
C8 0.391 2.218 -2.767  0.00
C9 1.207 2.124 -1.643  0.00
C10 2.261 3.035 -1.517  0.00
C11 2.483 4.016 -2.469  0.00
Si1 1.046 0.846 -0.264  0.06
C12 0.974 1.755 1.385  0.00
C13 1.885 1.461 2.398  0.00
C14 1.863 2.135 3.610  0.00
C15 0.918 3.127 3.828  0.00
C16 0.007 3.440 2.829  0.00
C17 0.037 2.762 1.620  0.00
H11 1.814 4.868 -4.324  0.00
H12 -0.042 3.251 -4.589  0.00
H13 -0.410 1.512 -2.921  0.00
H14 2.916 2.982 -0.653  0.00
H15 3.305 4.712 -2.351  0.00
H16 2.352 0.127 -0.228  -0.01
H17 2.640 0.701 2.226  0.00
H18 2.584 1.893 4.382  0.00
H19 0.895 3.659 4.771  0.00
H20 -0.733 4.214 2.993  0.00
H21 -0.686 3.004 0.850  0.00
O3 -2.037 1.144 -0.345  0.03
N1 -2.445 1.896 -1.350  0.00
C18 -3.498 1.463 -1.961  0.00
C19 -4.171 0.245 -1.629  0.00
N2 -4.732 -0.714 -1.338  0.00
C20 -4.043 2.289 -2.996  0.00
N3 -4.506 2.946 -3.817  0.00
F1 -2.176 -0.662 -4.826  0.00
B1 -1.182 -1.115 -3.991  -0.03
F2 0.082 -0.731 -4.391  0.00
F3 -1.261 -2.470 -3.733  0.00
F4 -1.429 -0.426 -2.672  0.03

***

# 2
ORCA calculation (ωB97M-V/def2-TZVPD) on 9 unconnected molecules or ions with the total composition C46H50F9NO6.

Calculated values
SMILES: CCOC(=O)C(F)(F)F.CCOC(=O)C(F)(F)F.CCOC(=O)C(F)(F)F.c1cc[nH]c1.c1ccccc1.c1ccccc1.c1ccccc1.c1ccccc1.c1ccccc1
Spin multiplicity: 1
Maximum force: 5.0 eV/A
LUMO level: 0.457 eV
E_tot: -3187.72462 hartree

Each line ends with the Mulliken charge.
Element x y z (Å)
N1 5.978 0.410 2.408  0.25
C1 6.962 -0.434 2.967  -0.59
C2 7.213 -1.467 2.077  -0.42
C3 6.286 -1.359 1.000  -0.63
C4 5.610 -0.117 1.148  -0.32
H1 5.589 1.262 2.786  0.17
H2 7.523 -0.190 3.857  0.42
H3 7.887 -2.290 2.268  0.38
H4 6.024 -2.194 0.367  0.43
H5 4.833 0.369 0.576  0.35
C5 -0.510 4.042 -6.971  -0.25
C6 -0.896 3.265 -8.067  -0.46
C7 -1.436 2.001 -7.879  -0.26
C8 -1.622 1.553 -6.611  -0.58
C9 -1.200 2.308 -5.524  0.11
C10 -0.662 3.570 -5.673  -0.63
H6 0.005 4.952 -7.242  0.34
H7 -0.647 3.652 -9.044  0.34
H8 -1.667 1.331 -8.694  0.35
H9 -1.837 0.534 -6.324  0.36
H10 -1.134 1.792 -4.578  0.32
H11 -0.274 4.209 -4.893  0.37
C11 6.632 4.403 3.233  -0.56
C12 5.272 4.465 3.583  -0.33
C13 4.315 3.914 2.754  -0.46
C14 4.714 3.222 1.650  -0.55
C15 6.005 3.305 1.177  -0.24
C16 7.001 3.888 1.988  -0.26
H12 7.464 4.837 3.768  0.38
H13 5.088 5.011 4.496  0.37
H14 3.270 3.894 3.024  0.37
H15 3.913 2.744 1.105  0.42
H16 6.169 2.953 0.169  0.35
H17 7.999 3.994 1.589  0.38
C17 -2.543 2.880 1.216  0.33
C18 -2.772 3.588 2.420  -0.60
C19 -2.615 4.968 2.422  -0.57
C20 -2.373 5.648 1.240  -0.46
C21 -2.181 4.933 0.084  -0.65
C22 -2.272 3.570 0.090  -0.27
H18 -2.639 1.804 1.239  0.51
H19 -2.963 2.985 3.296  0.34
H20 -2.864 5.599 3.262  0.34
H21 -2.422 6.724 1.155  0.37
H22 -1.943 5.453 -0.832  0.41
H23 -2.028 3.049 -0.824  0.31
C23 -3.276 -0.285 7.008  -0.52
C24 -2.157 -1.190 6.881  -0.28
C25 -1.603 -1.436 5.687  -0.53
C26 -2.036 -0.702 4.584  0.00
C27 -3.062 0.231 4.623  -0.33
C28 -3.755 0.417 5.877  -0.69
H24 -3.697 -0.189 7.998  0.36
H25 -1.695 -1.759 7.674  0.34
H26 -0.860 -2.219 5.648  0.42
H27 -1.578 -0.957 3.639  0.32
H28 -3.401 0.806 3.774  0.50
H29 -4.668 0.993 5.875  0.40
C29 2.752 -5.136 1.532  -0.50
C30 1.471 -5.124 0.982  -0.55
C31 0.738 -3.960 1.231  -0.50
C32 1.232 -2.944 2.068  0.02
C33 2.419 -3.097 2.657  -0.34
C34 3.191 -4.226 2.435  -0.56
H30 3.356 -6.027 1.448  0.36
H31 1.031 -5.886 0.356  0.51
H32 -0.116 -3.786 0.594  0.40
H33 0.672 -2.050 2.300  0.50
H34 2.876 -2.233 3.117  0.30
H35 4.190 -4.226 2.845  0.39
C35 0.628 -8.631 -4.727  -1.16
C36 1.744 -7.693 -4.410  -0.19
O1 1.283 -6.390 -4.416  -0.29
C37 0.603 -5.937 -3.301  0.26
O2 0.562 -6.509 -2.255  -0.45
C38 0.198 -4.492 -3.487  0.94
F1 -1.159 -4.346 -3.550  -0.27
F2 0.439 -3.866 -2.291  -0.24
F3 0.782 -3.784 -4.463  -0.25
H36 0.999 -9.656 -4.729  0.35
H37 0.198 -8.242 -5.650  0.35
H38 -0.271 -8.641 -4.110  0.34
H39 2.457 -7.794 -5.228  0.27
H40 2.259 -7.871 -3.466  0.33
C39 -4.493 1.581 -1.713  -0.28
C40 -5.469 2.035 -0.586  -0.27
O3 -6.747 2.221 -1.049  -0.34
C41 -7.610 1.115 -1.245  0.31
O4 -7.268 -0.005 -0.996  -0.49
C42 -9.026 1.470 -1.781  0.84
F4 -9.179 2.834 -1.683  -0.25
F5 -9.133 1.081 -3.046  -0.23
F6 -9.945 0.873 -1.023  -0.23
H41 -4.326 2.392 -2.422  0.30
H42 -4.734 0.664 -2.250  0.48
H43 -3.501 1.458 -1.279  -0.56
H44 -5.155 3.050 -0.342  0.20
H45 -5.431 1.349 0.260  0.39
C43 1.705 0.507 1.379  -0.96
C44 0.176 0.757 1.473  0.58
O5 -0.357 0.766 0.103  -0.40
C45 -1.122 -0.370 -0.273  0.72
O6 -1.598 -1.135 0.562  -0.53
C46 -1.414 -0.447 -1.785  0.69
F7 -1.565 0.732 -2.402  -0.22
F8 -0.312 -0.985 -2.311  -0.26
F9 -2.467 -1.180 -2.025  -0.23
H46 2.068 0.109 2.327  0.30
H47 2.275 1.429 1.273  0.04
H48 1.841 -0.290 0.648  0.44
H49 -0.016 1.722 1.941  0.45
H50 -0.200 0.073 2.234  -0.51

***

# 3
ORCA calculation (ωB97M-V/def2-TZVPD) on 2 unconnected molecules or ions with the total composition C5H12O.

Calculated values
SMILES: CC=C(C)C.O
Spin multiplicity: 1
ΔE to the lowest compared entry with this formula, charge and spin: 19.1 kcal/mol
Maximum force: 1.2 eV/A
LUMO level: 0.797 eV
E_tot: -272.91828 hartree

Each line ends with the Mulliken charge.
Element x y z (Å)
C1 -2.012 1.290 -0.886  -1.34
C2 -0.684 0.610 -0.691  0.88
C3 -0.388 -0.481 -1.397  -0.24
C4 0.773 -1.390 -1.234  -1.15
C5 0.161 1.079 0.457  -1.01
H1 -2.697 0.920 -0.131  0.30
H2 -2.464 0.948 -1.819  0.36
H3 -1.975 2.368 -0.883  0.35
H4 -1.086 -0.745 -2.186  0.26
H5 0.509 -2.428 -1.462  0.33
H6 1.566 -1.262 -1.981  0.26
H7 1.243 -1.385 -0.255  0.26
H8 0.714 1.977 0.179  0.26
H9 0.923 0.383 0.748  0.20
H10 -0.481 1.272 1.323  0.31
H11 2.689 -0.839 3.123  0.31
H12 1.267 -0.905 3.782  0.32
O1 1.942 -1.413 3.315  -0.64

***

# 4
ORCA calculation (ωB97M-V/def2-TZVPD) on 2 unconnected molecules or ions with the total composition C3H8N2O3S.

Calculated values
Spin multiplicity: 1
ΔE to the lowest compared entry with this formula, charge and spin: 78.0 kcal/mol
Maximum force: 4.1 eV/A
LUMO level: 0.612 eV
E_tot: -852.42693 hartree

Each line ends with the Mulliken charge.
Element x y z (Å)
C1 0.801 -1.424 -0.713  -0.29
C2 1.043 -0.384 -1.816  -0.50
C3 1.684 -0.876 0.405  -0.53
N1 1.516 0.762 -1.085  -0.20
N2 1.846 0.610 0.077  -0.19
O1 -2.245 2.456 2.284  -0.59
O2 -2.665 1.722 -0.153  -0.49
O3 -1.413 0.198 1.767  -0.42
S1 -1.507 1.773 1.185  0.85
H1 -0.289 -1.493 -0.379  0.21
H2 1.198 -2.371 -0.884  0.32
H3 1.500 -0.730 -2.680  0.35
H4 0.090 -0.119 -2.403  0.21
H5 1.240 -1.062 1.417  0.24
H6 2.703 -1.199 0.382  0.40
H7 -3.519 2.029 0.110  0.31
H8 -1.981 0.109 2.486  0.32